DFT (wB97M-V/def2-TZVPD) results for an isolated molecule of C3H6O at a distorted geometry.

CARTESIAN COORDINATES (ANGSTROEM)
O1 -0.92763 -0.68117 -0.27307
C1 0.15854 -0.22340 0.41150
C2 -0.95022 0.66796 0.01563
C3 1.51216 0.08158 -0.11410
H1 -1.21517 1.22464 -0.88709
H2 -1.39647 1.03399 0.94793
H3 0.23355 -0.62123 1.42764
H4 2.47768 0.43362 0.40335
H5 1.56010 -0.74120 -0.82233
H6 1.43851 0.96265 -0.76306

Output
HOMO level = -9.7 eV
Energy above the lowest of the compared OMol25 structures with the same formula, charge and spin = 67.18 kcal per mole
Frontier orbital gap = 0.3989 hartree
SMILES = C[C@H]1CO1

=====

DFT (wB97M-V/def2-TZVPD) results for a structure of composition C5H8NO2 at a distorted geometry.

CARTESIAN COORDINATES (ANGSTROEM)
O1 2.14032 1.14173 0.89707
O2 3.49775 -0.05712 -0.45098
N1 -1.40879 -1.51548 -0.61008
C1 -0.19548 0.01364 0.59816
C2 2.54758 0.00551 0.37175
C3 -2.44393 0.72858 -0.29214
C4 -1.49013 -0.29146 -0.12840
C5 1.06575 0.20636 -0.24567
H1 -2.13420 -1.86551 -1.22968
H2 -0.27239 0.93186 1.18048
H3 -3.36677 0.41278 -0.75169
H4 -2.38752 1.63634 0.28004
H5 1.08910 -0.64952 -0.95219
H6 2.41107 -0.90116 1.01232
H7 -0.02982 -0.85215 1.24859
H8 0.97745 1.05561 -0.92760

Output
HOMO level = -2.3 eV
Energy above the lowest of the compared OMol25 structures with the same formula, charge and spin = 136.13 kcal per mole
Charge = -1
Frontier orbital gap = 0.1618 hartree

=====

DFT (wB97M-V/def2-TZVPD) results for a cluster of 2 separate species, C5H10O2 in total at a distorted geometry.

CARTESIAN COORDINATES (ANGSTROEM)
O1 -1.88353 -0.14998 -1.04130
O2 2.29784 0.17486 1.02562
C1 -1.75191 0.98854 -0.29511
C2 1.59527 -0.59687 0.07177
C3 0.11876 -0.30647 0.25283
C4 -0.77993 -1.03834 -0.75493
C5 -0.29023 1.16009 0.01786
H1 1.89256 -0.33268 -0.95727
H2 -2.28057 0.77483 1.07479
H3 1.79236 -1.67368 0.20782
H4 -0.14505 1.80446 0.87980
H5 -1.19030 -1.97970 -0.37330
H6 -2.62551 1.44584 0.19451
H7 3.24073 0.00523 0.91955
H8 -0.25504 -1.24493 -1.69898
H9 -0.17148 -0.58057 1.27405
H10 0.28740 1.56713 -0.82738

Output
HOMO level = -8.4 eV
Energy above the lowest of the compared OMol25 structures with the same formula, charge and spin = 105.27 kcal per mole
Frontier orbital gap = 0.3385 hartree

=====

DFT (wB97M-V/def2-TZVPD) results for a structure of composition C29H36BCrN10O2S at a distorted geometry.

CARTESIAN COORDINATES (ANGSTROEM)
Cr1 0.28748 -0.26364 0.20219
S1 -1.42456 -1.55852 -2.60589
O1 -1.32388 0.31269 1.21924
O2 -0.94372 2.45473 1.60571
N1 0.20321 -1.85664 1.36000
N2 -3.38597 3.02391 2.35196
N3 2.84237 0.02028 -1.05864
N4 -1.09493 -1.40667 -0.88581
N5 1.32841 1.94683 -1.17796
N6 -2.74932 -3.02673 -0.39731
N7 2.46458 1.33526 0.96077
N8 1.42508 0.66692 1.59176
N9 0.18299 1.29170 -0.92189
N10 1.93050 -0.95807 -0.84820
C1 -1.28310 -3.56299 2.03620
C2 0.84643 -3.29371 3.09591
C3 -2.21997 1.42287 -1.65256
C4 1.34799 1.12090 2.85917
C5 1.09837 -2.23697 2.21308
C6 -0.72153 1.82536 -1.79308
C7 -0.91121 -2.59565 1.17833
C8 5.00203 0.36078 -2.43233
C9 3.08237 2.15043 1.87504
C10 2.41232 -2.12282 -1.33860
C11 -1.68134 -2.22357 -0.06566
C12 -0.15348 2.78394 -2.61275
C13 2.32934 3.89515 -2.37435
C14 2.37064 2.06472 3.06920
C15 1.16890 2.91483 -2.08720
C16 3.88756 -0.44266 -1.83625
C17 -4.97251 -2.78337 -1.28849
C18 -3.15087 -2.05680 -2.53487
C19 -5.81873 -2.43982 -2.31869
C20 4.21498 3.10876 1.62897
C21 -3.66302 -2.57576 -1.36891
C22 3.59231 -1.82479 -2.05394
C23 -3.02170 1.56340 2.33819
C24 1.74667 -3.43817 -1.22379
C25 -3.92687 -1.68909 -3.64912
C26 -5.30342 -1.86632 -3.50612
C27 -0.32899 -3.95818 3.00251
C28 0.38547 0.70229 3.90351
C29 -1.62169 1.43938 1.66828
B1 2.66725 1.41450 -0.51519
H1 -0.70418 3.47309 -3.24383
H2 -2.34021 0.57754 -0.96823
H3 2.38627 -4.02229 -0.55659
H4 -3.97351 3.36288 1.58509
H5 1.51048 -3.46599 3.90828
H6 -2.51144 3.59949 2.40508
H7 2.55914 4.64527 -1.61268
H8 -2.81124 1.15778 3.34132
H9 -3.14376 -3.62118 0.25111
H10 -2.25981 -4.09164 1.98926
H11 4.77233 2.84763 0.76309
H12 2.03081 4.45317 -3.23872
H13 -6.02919 -1.59010 -4.18981
H14 0.74378 -3.48471 -0.82454
H15 -0.51089 1.27756 3.93254
H16 -3.69708 0.88431 1.77667
H17 -5.47275 -3.26633 -0.37191
H18 4.68934 1.34365 -2.71886
H19 5.83005 0.53709 -1.64670
H20 -3.92787 3.17901 3.19272
H21 -0.58158 -4.69189 3.80120
H22 -2.82277 2.32272 -1.21932
H23 3.76744 4.07890 1.46207
H24 3.18241 3.29047 -2.63442
H25 4.86221 3.17502 2.57488
H26 -2.52134 1.21872 -2.69056
H27 0.07932 -0.33984 3.79464
H28 1.70428 -3.92028 -2.19044
H29 3.62548 2.10513 -0.67658
H30 2.04810 -1.67677 2.29320
H31 0.80830 0.79892 4.83863
H32 -6.91055 -2.56035 -2.21590
H33 2.60684 2.59962 3.97615
H34 4.11960 -2.51938 -2.65305
H35 -3.60099 -1.16229 -4.49665
H36 5.37652 -0.15361 -3.34954

Output
HOMO level (spin up / spin down) = -12.9 / -12.9 eV
Energy above the lowest of the compared OMol25 structures with the same formula, charge and spin = 37.61 kcal per mole
Charge = +2
Frontier orbital gap (spin up / spin down) = 0.2670 / 0.2581 hartree
<S²> = 3.77
Multiplicity = 4

=====

DFT (wB97M-V/def2-TZVPD) results for a structure of composition C20H32F3IrN5O8S3 at a distorted geometry.

CARTESIAN COORDINATES (ANGSTROEM)
Ir1 0.77782 -0.97898 0.67696
S1 -3.85019 2.30076 -0.89901
S2 0.81090 -1.44706 3.02866
S3 3.82492 -1.79458 1.84168
F1 -0.18708 0.05528 6.16387
F2 1.18800 1.71892 6.30621
F3 1.86271 -0.18096 5.51637
O1 1.11044 0.83423 -0.79794
O2 2.55753 -2.10411 0.98183
O3 1.16670 -2.60175 -1.01596
O4 -4.57044 1.07944 -0.64420
O5 -4.61454 -1.03027 -2.87501
O6 -2.60135 2.51120 -0.18681
O7 -4.48877 -2.38045 -1.19340
O8 0.90669 -0.92557 -3.16180
N1 -0.94856 -0.65037 -0.33693
N2 0.20471 0.62644 1.84518
N3 -2.14943 0.16061 -2.02222
N4 0.07769 1.08951 -1.51944
N5 -4.08985 -1.47072 -1.87599
C1 0.48398 0.23483 3.09283
C2 -1.01205 0.27686 -1.29854
C3 3.63452 -4.15866 3.16888
C4 4.47784 -3.43600 2.12535
C5 -3.39638 2.32841 -2.62450
C6 -2.83164 -0.89206 -1.43534
C7 0.83472 -2.32408 -3.40103
C8 5.17723 -1.94170 -0.61147
C9 5.00792 -1.12225 0.65892
C10 -0.21197 1.87972 1.59988
C11 -0.32509 2.78820 2.62281
C12 -2.08667 -1.39417 -0.42424
C13 0.44590 1.11880 4.16679
C14 -4.95045 3.67977 -0.65741
C15 0.41499 -3.08439 -2.15656
C16 -2.68463 1.04494 -3.08311
C17 -4.23275 4.96369 -0.26973
C18 0.21740 2.11284 -2.54795
C19 0.82917 0.67666 5.55797
C20 0.03179 2.41095 3.91710
H1 4.61936 -0.12480 0.44569
H2 -1.87116 1.29204 -3.75622
H3 -2.32473 -2.20688 0.23941
H4 1.79339 -2.69456 -3.77094
H5 -0.68367 3.78390 2.41084
H6 4.20741 -2.24096 -1.00988
H7 -3.38566 0.42906 -3.62908
H8 -2.77051 3.21299 -2.74241
H9 1.68028 -0.77050 -2.60677
H10 5.78598 -2.82849 -0.44728
H11 -5.61931 3.31586 0.12403
H12 0.28313 1.63192 -3.52393
H13 3.65027 -3.63622 4.12465
H14 -0.02340 3.11856 4.73373
H15 4.03351 -5.15947 3.32368
H16 4.48330 -3.95699 1.16847
H17 5.67870 -1.33560 -1.36456
H18 -4.31010 2.45359 -3.20439
H19 -0.61160 2.81518 -2.50391
H20 -5.52077 3.77677 -1.58216
H21 -0.49820 2.13565 0.59822
H22 5.93862 -1.01062 1.21932
H23 2.60006 -4.25671 2.84018
H24 -0.64976 -2.96983 -1.95349
H25 -3.63607 4.81452 0.62700
H26 1.52872 -3.34230 -0.51451
H27 0.62393 -4.14448 -2.29885
H28 1.14807 2.62921 -2.33510
H29 0.08806 -2.47897 -4.17870
H30 -4.97216 5.73646 -0.06764
H31 -3.58099 5.32150 -1.06669
H32 5.50357 -3.28373 2.46859

Output
HOMO level (spin up / spin down) = -14.0 / -14.0 eV
Energy above the lowest of the compared OMol25 structures with the same formula, charge and spin = 31.55 kcal per mole
Charge = +2
Frontier orbital gap (spin up / spin down) = 0.2786 / 0.2318 hartree
<S²> = 0.77
Multiplicity = 2

=====

DFT (wB97M-V/def2-TZVPD) results for a cluster of 5 separate species, C2H16N2O4 in total at a distorted geometry.

CARTESIAN COORDINATES (ANGSTROEM)
O1 -3.33048 -2.05026 -0.75801
O2 0.35446 3.57506 -1.28185
O3 -1.28473 -0.09113 -1.75721
O4 3.39319 0.24030 -0.38029
N1 0.65758 -1.71180 -0.08984
N2 0.41284 0.35812 1.20397
C1 0.55522 -1.11347 1.25113
C2 -0.36846 0.77815 2.46088
H1 1.60250 -1.87065 -0.38771
H2 0.38464 3.47454 -0.32908
H3 -0.01164 1.78552 2.58852
H4 1.58699 -1.32417 1.72165
H5 -0.07777 -1.72161 1.88496
H6 -0.20717 0.66974 0.46281
H7 -1.57378 0.46167 -2.49591
H8 -3.21173 -1.43866 -0.02932
H9 -3.47366 -2.93500 -0.40917
H10 2.56137 0.39415 0.08967
H11 -0.25285 0.21978 3.36743
H12 3.43259 -0.71399 -0.48743
H13 -1.39726 -0.96398 -2.16472
H14 0.49255 2.72158 -1.69855
H15 0.06564 -1.35779 -0.82499
H16 -1.42434 0.91178 2.25673

Output
HOMO level = -9.0 eV
Energy above the lowest of the compared OMol25 structures with the same formula, charge and spin = 52.77 kcal per mole
Frontier orbital gap = 0.3450 hartree
SMILES = CNCN.O.O.O.O